No. 1
C2H4N2O2 | wB97M-V/def2-TZVPD

CARTESIAN COORDINATES (ANGSTROEM)
N1 1.944 0.235 -0.054
C1 0.843 -0.540 0.243
O1 0.923 -1.717 0.545
N2 -0.343 0.110 0.058
C2 -1.567 0.295 0.197
O2 -2.453 0.137 -0.800
H1 2.820 -0.178 0.227
H2 1.868 1.237 0.037
H3 -1.955 -0.241 -1.546
H4 -2.079 0.662 1.093

The total energy comes out at -338.601632 Eh. The HOMO energy comes out at -9.91 eV. The energy above the lowest of the compared OMol25 structures with the same formula, charge and spin comes out at 32.4 kcal/mol. As for the LUMO energy: 0.72 eV.

No. 2
S2 | wB97M-V/def2-TZVPD

CARTESIAN COORDINATES (ANGSTROEM)
S1 0.000 0.000 1.203
S2 0.000 0.000 -1.203

The total energy comes out at -796.237342 Eh. The HOMO energy comes out at -9.48 eV. The energy above the lowest of the compared OMol25 structures with the same formula, charge and spin comes out at 52.5 kcal/mol. As for the LUMO energy: -3.89 eV.

No. 3
C3H12N2O2 | wB97M-V/def2-TZVPD

CARTESIAN COORDINATES (ANGSTROEM)
C1 2.605 -0.486 -0.642
C2 1.449 0.455 -0.862
N1 0.474 0.486 0.221
C3 -0.825 0.163 0.050
N2 -1.651 0.009 1.025
H1 2.218 -1.314 -0.205
H2 2.973 -0.843 -1.553
H3 3.400 -0.111 0.083
H4 0.877 0.030 -1.671
H5 1.845 1.402 -1.110
H6 0.750 0.851 1.122
H7 -1.013 -0.121 -1.001
H8 -2.515 -0.485 0.634
H9 -0.531 0.872 2.571
H10 0.176 1.878 3.479
O1 0.369 1.127 2.940
H11 -3.208 -1.221 -2.392
H12 -4.215 -1.306 -1.270
O2 -3.180 -1.384 -1.418

The total energy comes out at -381.432641 Eh. The HOMO energy (spin up / spin down) comes out at 0.81 / -5.38 eV. The energy above the lowest of the compared OMol25 structures with the same formula, charge and spin comes out at 12.6 kcal/mol. The spin multiplicity is 2. As for the LUMO energy (spin up / spin down): 3.32 / 3.26 eV. As for the net charge: -1. As for the expectation value of S²: 0.750.

No. 4
C44H34IN4OPS2Ti | wB97M-V/def2-TZVPD

CARTESIAN COORDINATES (ANGSTROEM)
Ti1 -0.418 -0.465 0.659
C1 -3.170 -2.080 1.228
C2 -1.940 -2.365 0.408
N1 -0.832 -2.612 1.063
N2 0.139 -3.348 0.385
C3 1.340 -2.920 0.518
S1 1.817 -1.377 1.187
S2 2.697 -3.892 -0.028
C4 1.909 -5.454 -0.529
C5 1.701 -5.565 -2.012
C6 0.592 -4.995 -2.632
C7 0.434 -5.096 -4.006
C8 1.376 -5.762 -4.778
C9 2.484 -6.332 -4.167
C10 2.642 -6.231 -2.793
C11 -2.075 -2.521 -1.057
C12 -3.047 -3.324 -1.644
C13 -3.166 -3.401 -3.022
C14 -2.310 -2.640 -3.816
C15 -1.346 -1.826 -3.251
C16 -1.209 -1.744 -1.857
O1 -0.351 -0.908 -1.303
H1 -3.795 -2.979 1.250
H2 -2.901 -1.844 2.257
H3 -3.770 -1.276 0.802
H4 2.584 -6.238 -0.183
H5 0.975 -5.527 0.023
H6 -0.143 -4.468 -2.033
H7 -0.433 -4.647 -4.472
H8 1.246 -5.837 -5.850
H9 3.224 -6.855 -4.758
H10 3.507 -6.678 -2.315
H11 -3.708 -3.907 -1.013
H12 -3.913 -4.039 -3.473
H13 -2.402 -2.681 -4.895
H14 -0.679 -1.233 -3.864
I1 -2.444 1.291 -0.722
C17 -2.562 3.029 0.449
C18 -3.848 3.384 0.764
C19 -4.127 4.559 1.481
C20 -3.095 5.375 1.824
C21 -1.757 5.041 1.504
C22 -0.746 5.969 1.848
C23 0.556 5.710 1.561
C24 0.896 4.470 0.994
C25 -0.029 3.506 0.666
P1 0.705 1.861 0.192
C26 1.111 2.050 -1.569
C27 0.809 3.185 -2.312
C28 1.125 3.237 -3.665
C29 1.748 2.159 -4.273
C30 2.049 1.021 -3.534
C31 1.721 0.958 -2.191
C32 2.334 1.936 1.023
C33 3.538 2.124 0.354
C34 4.736 2.123 1.056
C35 4.740 1.944 2.431
C36 3.541 1.761 3.107
C37 2.348 1.749 2.405
C38 -1.430 3.814 0.846
H15 -4.665 2.753 0.442
H16 -5.149 4.808 1.730
H17 -3.274 6.302 2.355
H18 -1.041 6.890 2.337
H19 1.335 6.423 1.797
H20 1.946 4.261 0.844
H21 0.328 4.034 -1.842
H22 0.886 4.123 -4.238
H23 1.995 2.201 -5.326
H24 2.524 0.171 -4.008
H25 1.926 0.060 -1.620
H26 3.546 2.264 -0.720
H27 5.668 2.260 0.524
H28 5.676 1.939 2.975
H29 3.538 1.610 4.179
H30 1.416 1.583 2.933
N3 -2.814 3.839 5.199
C39 -2.322 2.839 4.920
C40 -1.713 1.587 4.568
C41 -1.269 0.689 5.534
C42 -0.693 -0.493 5.111
C43 -0.571 -0.739 3.752
N4 -0.983 0.134 2.819
C44 -1.549 1.269 3.227
H31 -1.380 0.919 6.585
H32 -0.336 -1.227 5.819
H33 -0.128 -1.651 3.373
H34 -1.879 1.963 2.466

The total energy comes out at -4276.322198 Eh. The HOMO energy (spin up / spin down) comes out at -6.46 / -7.40 eV. The energy above the lowest of the compared OMol25 structures with the same formula, charge and spin comes out at 9.2 kcal/mol. The spin multiplicity is 3. As for the LUMO energy (spin up / spin down): -0.52 / -0.53 eV. As for the expectation value of S²: 2.010.